# 1
15
Properties=species:S:1:pos:R:3 method="wB97M-V/def2-TZVPD" relative_energy_kcal_mol=52.5 homo_lumo_gap_ha=0.3405 multiplicity=1
C -0.10 1.34 -2.48
C 0.28 0.42 -1.50
C 1.45 0.21 -0.76
N 1.18 -0.90 0.13
C -0.13 -1.33 -0.10
N -0.75 -0.55 -0.97
H 0.25 2.40 -2.55
H -0.06 1.03 -3.54
H -1.14 1.44 -2.50
H 2.45 0.73 -0.77
H 1.84 -1.28 0.83
H -0.47 -2.25 0.35
O -1.83 -0.76 4.51
H -1.26 -0.72 5.27
H -1.73 0.21 4.07

# 2
8
Properties=species:S:1:pos:R:3 method="wB97M-V/def2-TZVPD" relative_energy_kcal_mol=68.8 homo_lumo_gap_ha=0.3271 multiplicity=1
C 0.02 0.14 -0.48
O -0.76 1.19 -0.44
O -0.49 -0.99 -0.91
O 0.19 -0.42 1.60
I 2.02 0.62 -0.95
H -1.67 0.93 -0.24
H 0.02 -1.76 -0.62
H 0.66 0.30 2.03

# 3
57
Properties=species:S:1:pos:R:3 method="wB97M-V/def2-TZVPD" total_charge=+2 relative_energy_kcal_mol=0.5 homo_lumo_gap_ha=0.2483 multiplicity=1
Tl 0.73 0.38 0.20
C 2.37 2.99 0.53
C 3.00 2.32 1.58
C 2.31 2.12 2.78
C 1.01 2.58 2.92
C 0.39 3.24 1.87
C 1.07 3.45 0.68
H 2.91 3.17 -0.39
H 4.02 1.99 1.48
H 2.81 1.62 3.60
H 0.49 2.43 3.86
H -0.62 3.62 1.99
H 0.59 3.99 -0.13
O 3.78 1.07 -6.54
C 4.58 0.69 -5.45
C 3.74 0.68 -4.21
C 4.27 0.25 -2.99
C 3.46 0.26 -1.88
N 2.19 0.66 -1.90
C 1.67 1.09 -3.06
C 2.42 1.10 -4.23
C 0.26 1.59 -3.03
C -0.37 2.09 -4.16
C -1.66 2.60 -4.06
C -2.33 3.19 -5.28
O -1.83 2.67 -6.49
C -2.28 2.58 -2.82
C -1.59 2.06 -1.75
N -0.36 1.57 -1.83
H 4.32 1.09 -7.34
H 5.42 1.38 -5.29
H 5.01 -0.31 -5.59
H 5.29 -0.09 -2.92
H 3.84 -0.07 -0.92
H 2.01 1.44 -5.17
H 0.11 2.09 -5.12
H -2.11 4.27 -5.29
H -3.41 3.09 -5.20
H -2.32 1.88 -6.73
H -3.28 2.97 -2.69
H -2.05 2.03 -0.76
N -2.67 -5.55 1.71
C -3.20 -5.90 2.67
C -3.85 -6.33 3.83
C -4.12 -7.70 3.98
C -4.75 -8.12 5.13
C -5.11 -7.18 6.10
C -4.85 -5.82 5.94
C -4.21 -5.38 4.80
H -3.83 -8.41 3.21
H -4.97 -9.16 5.27
H -5.61 -7.52 7.00
H -5.14 -5.12 6.71
H -3.99 -4.33 4.66
F -1.57 -6.09 -0.32
B -1.90 -5.15 0.51
F -1.58 -3.90 0.36